#i
{
  "formula": "C3H8N2O",
  "method": "wB97M-V/def2-TZVPD",
  "symbols": ["N", "C", "C", "C", "N", "O", "H", "H", "H", "H", "H", "H", "H", "H"],
  "positions_angstrom": [[-0.388, 2.019, 1.171], [-0.856, 0.864, 0.460], [0.348, -0.098, 0.110], [0.000, -1.195, -0.863], [1.056, -2.044, -1.110], [-1.067, -1.341, -1.408], [-0.540, 2.146, 2.152], [-0.357, 2.851, 0.627], [-1.589, 0.265, 0.985], [-1.262, 1.131, -0.510], [0.495, -0.577, 1.085], [1.218, 0.490, -0.148], [1.030, -2.608, -1.938], [1.912, -1.903, -0.613]],
  "homo_energy_ev": -8.866,
  "smiles": "NCCC(N)=O"
}

#ii
{
  "formula": "C3H8N2O",
  "method": "wB97M-V/def2-TZVPD",
  "symbols": ["C", "C", "O", "N", "C", "N", "H", "H", "H", "H", "H", "H", "H", "H"],
  "positions_angstrom": [[-0.094, 1.585, 1.690], [0.569, 0.456, 1.541], [1.349, -0.368, 2.003], [0.604, -0.044, -0.190], [-0.664, -0.622, -0.675], [-0.608, -1.247, -1.966], [-0.529, 2.127, 0.873], [-0.171, 2.002, 2.679], [1.322, -0.780, 0.160], [0.950, 0.702, -0.787], [-1.410, 0.180, -0.698], [-0.978, -1.358, 0.064], [0.029, -2.034, -1.986], [-0.369, -0.599, -2.707]],
  "homo_energy_ev": -8.053,
  "smiles": "C=C([O-])[NH2+]CN"
}

#iii
{
  "formula": "C3H8N2O",
  "method": "wB97M-V/def2-TZVPD",
  "symbols": ["O", "C", "N", "C", "N", "C", "H", "H", "H", "H", "H", "H", "H", "H"],
  "positions_angstrom": [[1.130, 0.399, -1.418], [1.159, -0.270, -0.358], [-0.061, -0.667, 0.151], [-1.188, -0.233, -0.539], [-2.306, -0.211, 0.191], [2.281, -0.443, 0.437], [-0.167, -1.293, 0.934], [-0.794, 0.730, -1.023], [-1.214, -0.726, -1.542], [-0.338, 2.411, 0.927], [-3.058, -0.702, -0.285], [-0.914, 1.940, 1.014], [2.271, -0.971, 1.384], [3.200, 0.035, 0.127]],
  "homo_energy_ev": -7.891
}

#iv
{
  "formula": "C3H8N2O",
  "method": "wB97M-V/def2-TZVPD",
  "symbols": ["C", "N", "C", "O", "N", "C", "H", "H", "H", "H", "H", "H", "H", "H"],
  "positions_angstrom": [[-0.516, 2.165, 0.092], [0.666, 1.390, 0.348], [0.634, 0.121, 0.218], [1.782, -0.531, 0.495], [-0.398, -0.693, -0.134], [-0.280, -2.114, -0.388], [-0.297, 3.216, 0.300], [-0.843, 2.102, -0.958], [-1.364, 1.877, 0.733], [2.322, 0.244, 0.736], [-1.221, -0.228, -0.482], [-0.036, -2.342, -1.431], [-1.225, -2.597, -0.141], [0.492, -2.564, 0.235]],
  "homo_energy_ev": -8.664,
  "smiles": "C/N=C(/O)NC"
}

Which one sits at the top of the stability order? #i does.

#i
{
  "formula": "C3H8N2O",
  "method": "wB97M-V/def2-TZVPD",
  "symbols": ["C", "C", "C", "H", "H", "H", "H", "H", "H", "H", "H", "N", "N", "O"],
  "positions_angstrom": [[0.720, 0.073, -0.525], [-0.397, -0.468, 0.343], [-0.023, 1.026, 0.317], [2.094, -0.106, 1.641], [2.721, -1.218, -1.091], [0.536, 0.172, -1.606], [-0.042, -1.028, 1.139], [-2.429, -0.746, 0.484], [-1.677, -1.705, -0.769], [0.608, 1.493, 1.170], [-1.764, 1.333, -0.369], [2.261, 0.129, -0.181], [-1.703, -0.860, -0.230], [-0.905, 1.904, -0.323]],
  "homo_energy_ev": -8.965
}

#ii
{
  "formula": "C3H8N2O",
  "method": "wB97M-V/def2-TZVPD",
  "symbols": ["H", "N", "C", "N", "H", "H", "H", "C", "C", "O", "H", "H", "H", "H"],
  "positions_angstrom": [[1.825, -2.369, 2.630], [0.951, -1.824, 2.693], [0.679, -1.386, 1.494], [-0.572, -0.851, 1.237], [1.277, -1.590, 0.583], [-0.813, -0.752, 0.245], [-1.189, -0.813, 2.042], [0.027, 1.583, -2.057], [-0.745, 1.075, -0.894], [-1.726, 0.327, -1.056], [1.042, 1.275, -2.012], [0.011, 2.723, -2.083], [-0.365, 1.202, -2.980], [-0.402, 1.400, 0.157]],
  "homo_energy_ev": -8.881,
  "smiles": "[H]/N=C/N.CC=O"
}

Which one sits at the top of the stability order? #ii does.

#i
{
  "formula": "C3H8N2O",
  "method": "wB97M-V/def2-TZVPD",
  "symbols": ["C", "C", "C", "N", "N", "O", "H", "H", "H", "H", "H", "H", "H", "H"],
  "positions_angstrom": [[0.894, 0.362, 0.678], [-0.594, 0.026, -0.021], [-1.567, 1.180, -0.174], [1.894, -0.429, 1.233], [-0.692, -1.114, -0.841], [2.064, -1.450, 0.287], [1.182, 0.776, -0.247], [0.366, 1.138, 1.280], [-1.212, 2.097, -0.596], [-1.748, 1.366, 0.836], [-2.455, 0.775, -0.624], [0.011, -1.762, -0.586], [-0.886, -0.946, -1.794], [2.742, -2.019, 0.567]],
  "homo_energy_ev": [-6.245, -8.317]
}

#ii
{
  "formula": "C3H8N2O",
  "method": "wB97M-V/def2-TZVPD",
  "symbols": ["H", "N", "C", "N", "H", "H", "H", "C", "C", "O", "H", "H", "H", "H"],
  "positions_angstrom": [[0.184, -2.892, -1.734], [0.056, -2.103, -1.109], [-1.170, -1.734, -1.076], [-1.536, -0.489, -0.704], [-2.000, -2.445, -1.137], [-2.505, -0.364, -0.469], [-0.872, 0.250, -0.535], [1.180, 1.319, 1.623], [1.056, 1.517, 0.132], [0.096, 2.041, -0.380], [0.653, 0.392, 1.849], [0.777, 2.207, 2.106], [2.222, 1.216, 1.923], [1.859, 1.085, -0.489]],
  "homo_energy_ev": -8.861,
  "smiles": "[H]/N=C/N.CC=O"
}

#iii
{
  "formula": "C3H8N2O",
  "method": "wB97M-V/def2-TZVPD",
  "symbols": ["C", "C", "N", "C", "O", "N", "H", "H", "H", "H", "H", "H", "H", "H"],
  "positions_angstrom": [[-0.960, 0.394, -0.478], [-1.054, 1.409, 0.616], [2.335, -0.914, -0.015], [0.251, -0.359, -0.677], [-1.479, -1.319, -0.069], [1.257, -0.138, 0.134], [-1.330, -1.352, 0.885], [-1.512, 0.615, -1.391], [3.157, -0.589, 0.467], [2.290, -1.734, -0.614], [0.332, -1.013, -1.547], [-2.080, 1.439, 0.990], [-0.415, 1.165, 1.462], [-0.791, 2.397, 0.239]],
  "homo_energy_ev": -7.627
}

#iv
{
  "formula": "C3H8N2O",
  "method": "wB97M-V/def2-TZVPD",
  "symbols": ["C", "C", "N", "H", "H", "H", "H", "H", "N", "C", "O", "H", "H", "H"],
  "positions_angstrom": [[-1.115, 1.669, -1.405], [-0.699, 2.291, -0.315], [0.466, 1.970, 0.424], [-0.687, 0.784, -1.854], [-1.985, 2.073, -1.906], [-1.287, 3.016, 0.238], [0.869, 1.089, 0.097], [0.328, 2.007, 1.431], [1.375, -2.632, 0.516], [0.051, -2.258, 0.592], [-0.627, -2.192, -0.395], [1.943, -2.767, 1.331], [1.646, -3.024, -0.364], [-0.278, -2.025, 1.611]],
  "homo_energy_ev": -8.268,
  "smiles": "C=CN.NC=O"
}

Which one sits at the top of the stability order? #iv does.

#i
{
  "formula": "C3H8N2O",
  "method": "wB97M-V/def2-TZVPD",
  "symbols": ["C", "N", "C", "O", "N", "C", "H", "H", "H", "H", "H", "H", "H", "H"],
  "positions_angstrom": [[0.635, 0.363, 2.150], [0.516, 0.065, 0.736], [-0.637, 0.491, 0.124], [-1.423, 1.260, 0.667], [-0.896, 0.030, -1.140], [-0.016, -0.681, -2.040], [1.684, 0.491, 2.424], [0.173, -0.407, 2.784], [0.098, 1.299, 2.312], [0.986, -0.751, 0.374], [-1.738, 0.471, -1.477], [-0.519, -0.785, -3.003], [0.926, -0.152, -2.231], [0.213, -1.696, -1.681]],
  "homo_energy_ev": -9.477,
  "smiles": "CNC(=O)NC"
}

#ii
{
  "formula": "C3H8N2O",
  "method": "wB97M-V/def2-TZVPD",
  "symbols": ["C", "C", "C", "N", "N", "O", "H", "H", "H", "H", "H", "H", "H", "H"],
  "positions_angstrom": [[0.248, -0.003, -0.035], [-1.093, 0.162, -0.713], [1.201, -0.993, -0.624], [0.749, 0.899, 0.881], [-0.244, 0.400, 1.747], [-1.917, 1.131, -0.137], [-1.775, 1.041, 0.832], [0.761, 1.899, 0.713], [0.159, -0.439, 2.162], [-0.884, 0.478, -1.746], [-1.589, -0.821, -0.784], [2.207, -0.566, -0.676], [1.269, -1.883, 0.007], [0.910, -1.303, -1.628]],
  "homo_energy_ev": -8.894
}

#iii
{
  "formula": "C3H8N2O",
  "method": "wB97M-V/def2-TZVPD",
  "symbols": ["N", "N", "C", "C", "C", "O", "H", "H", "H", "H", "H", "H", "H", "H"],
  "positions_angstrom": [[0.473, -1.526, 1.939], [0.426, -0.584, 0.966], [-0.165, -0.973, -0.109], [-0.279, 0.043, -1.276], [-0.329, 1.477, -0.781], [0.967, 1.855, -0.419], [-0.362, -2.193, 2.076], [0.730, -0.875, 2.818], [-0.457, -1.996, -0.160], [0.611, -0.148, -1.943], [-1.142, -0.172, -1.991], [-0.627, 2.134, -1.607], [-1.030, 1.484, 0.069], [1.185, 1.474, 0.420]],
  "homo_energy_ev": -8.839,
  "smiles": "N/N=C/CCO"
}

Which one sits at the top of the stability order? #i does.

#i
{
  "formula": "C7H13NO2S",
  "method": "wB97M-V/def2-TZVPD",
  "symbols": ["C", "C", "C", "C", "C", "C", "C", "N", "O", "O", "S", "H", "H", "H", "H", "H", "H", "H", "H", "H", "H", "H", "H", "H"],
  "positions_angstrom": [[-1.518, -0.906, -0.520], [-1.443, 0.880, 1.218], [-0.074, 1.337, 1.926], [-1.246, 0.430, -0.165], [1.210, -0.121, -0.019], [1.646, -0.047, -1.481], [1.662, -1.306, 0.692], [-1.378, 1.300, -1.223], [-1.629, -1.183, -1.791], [-1.656, -1.798, 0.323], [1.246, 1.532, 0.727], [-1.830, -0.106, 1.689], [-2.252, 1.692, 1.291], [-0.101, 2.256, 2.476], [0.443, 0.559, 2.572], [1.182, 0.902, -1.878], [1.411, -0.968, -1.886], [2.741, -0.158, -1.494], [1.488, -1.309, 1.825], [2.701, -1.489, 0.414], [1.106, -2.274, 0.467], [-1.276, 0.809, -2.076], [-1.661, -2.122, -1.905], [-0.771, 2.091, -1.182]],
  "homo_energy_ev": [-7.337, -7.329]
}

#ii
{
  "formula": "C7H13NO2S",
  "method": "wB97M-V/def2-TZVPD",
  "symbols": ["C", "C", "C", "C", "N", "C", "C", "C", "S", "O", "O", "H", "H", "H", "H", "H", "H", "H", "H", "H", "H", "H", "H", "H"],
  "positions_angstrom": [[0.516, -1.622, 0.835], [-0.448, -0.433, 0.745], [-0.478, 0.247, 2.168], [-1.908, -0.858, 0.490], [-0.052, 0.493, -0.280], [-0.297, 0.192, -1.719], [0.722, 0.881, -2.542], [1.639, 1.579, -1.905], [1.302, 1.495, -0.165], [2.448, 0.892, 0.453], [0.771, 2.719, 0.292], [0.405, -2.129, -0.049], [1.519, -1.410, 0.846], [0.364, -2.281, 1.594], [-0.650, 1.341, 1.915], [0.495, -0.042, 2.624], [-1.266, -0.074, 2.840], [-2.291, -1.379, 1.494], [-2.570, -0.141, 0.206], [-1.981, -1.499, -0.269], [-1.259, 0.458, -1.879], [-0.134, -0.989, -1.972], [0.544, 0.538, -3.592], [2.611, 2.023, -2.130]],
  "homo_energy_ev": -9.274,
  "smiles": "CC(C)(C)N1CC=CS1(=O)=O"
}

Which one sits at the top of the stability order? #i does.

#i
{
  "formula": "C4H10NO3",
  "method": "wB97M-V/def2-TZVPD",
  "symbols": ["C", "N", "C", "C", "C", "O", "O", "H", "H", "H", "H", "H", "H", "H", "H", "H", "H", "O"],
  "positions_angstrom": [[1.106, 1.326, 0.893], [0.305, 1.034, -0.138], [-0.794, 1.901, -0.449], [0.313, -0.274, -0.816], [-0.808, -1.374, -0.959], [-0.189, -2.570, -0.878], [1.073, 2.349, 1.578], [1.837, 0.564, 1.194], [-0.732, 2.685, -1.227], [-1.604, 1.305, -0.868], [-1.132, 2.464, 0.422], [0.428, 0.042, -1.870], [1.295, -0.690, -0.619], [-1.343, -1.266, -1.931], [-1.530, -1.300, -0.081], [1.080, -2.654, 1.895], [-0.081, -1.758, 1.704], [0.777, -1.784, 2.150]],
  "homo_energy_ev": -2.913,
  "charge": -1
}

#ii
{
  "formula": "C4H10NO3",
  "method": "wB97M-V/def2-TZVPD",
  "symbols": ["O", "C", "O", "C", "C", "C", "N", "H", "H", "H", "H", "H", "H", "H", "H", "H", "H", "O"],
  "positions_angstrom": [[2.892, -0.495, -0.611], [2.069, -1.134, -1.359], [-1.854, 2.295, -0.527], [0.674, -0.966, -1.560], [-0.147, 0.046, -0.802], [0.268, 0.148, 0.695], [-0.694, 0.966, 1.521], [0.085, -1.662, -2.197], [2.607, -1.923, -1.910], [-0.079, 1.008, -1.300], [-1.184, -0.235, -0.800], [1.294, 0.502, 0.936], [0.097, -0.876, 0.987], [-0.941, 1.688, 0.776], [-1.324, 0.200, 1.857], [-2.866, -0.960, 1.940], [-2.701, 2.615, -0.214], [-1.951, -1.260, 2.068]],
  "homo_energy_ev": -4.131,
  "charge": -1
}

#iii
{
  "formula": "C4H10NO3",
  "method": "wB97M-V/def2-TZVPD",
  "symbols": ["O", "C", "O", "C", "C", "C", "N", "H", "H", "H", "H", "H", "H", "H", "H", "H", "H", "O"],
  "positions_angstrom": [[0.184, -1.513, -0.618], [-0.970, -1.081, -0.391], [-1.931, -0.997, -1.186], [-1.173, -0.553, 1.078], [-1.282, 1.021, 1.063], [-2.193, 1.601, -0.052], [-0.025, -0.876, 1.943], [-2.078, -0.896, 1.564], [-0.279, 1.437, 0.856], [-1.677, 1.244, 2.056], [-2.052, 2.680, -0.060], [-1.954, 1.249, -1.047], [-3.254, 1.353, 0.053], [0.761, -0.355, 1.552], [0.348, -1.797, 1.683], [5.018, 1.486, -1.952], [6.334, 0.754, -1.834], [5.901, 1.591, -1.597]],
  "homo_energy_ev": -3.926,
  "charge": -1
}

Which one sits at the top of the stability order? #iii does.